1.
Computed, not measured: one molecule with the formula C6H8N2O3, with the ωB97M-V functional and the def2-TZVPD basis.

Each line ends with the Mulliken charge.
Geometry (Å):
1 C -1.628 0.388 0.935  -0.910
2 N -1.289 -0.751 0.171  0.106
3 C -2.200 -1.840 0.056  -1.053
4 C -0.109 -0.864 -0.484  0.614
5 O 0.250 -1.759 -1.181  -0.537
6 N 0.852 0.479 -0.033  0.107
7 O 1.979 -0.024 0.587  -0.405
8 C 3.011 0.838 0.258  -0.065
9 C 2.605 1.704 -0.684  -0.854
10 C 1.202 1.453 -0.984  0.748
11 O 0.415 1.959 -1.761  -0.651
12 H -0.774 1.058 0.835  0.375
13 H -2.462 0.842 0.484  0.381
14 H -1.786 0.077 2.048  0.286
15 H -2.358 -2.294 0.995  0.379
16 H -3.190 -1.619 -0.326  0.308
17 H -1.732 -2.512 -0.537  0.387
18 H 3.940 0.571 0.835  0.378
19 H 3.276 2.292 -1.213  0.406

Force components x, y, z for each atom (eV/Å):
0.78 -0.15 2.40
1.54 0.06 -0.98
-1.18 1.18 0.82
0.03 1.59 1.17
0.73 0.75 0.11
-1.44 -2.67 -1.57
1.12 0.61 0.54
-0.69 -1.51 0.41
0.41 -0.89 0.81
-0.09 -0.09 0.18
0.27 -0.23 0.20
-0.60 0.12 0.59
-1.41 0.70 -0.07
0.03 0.76 -1.86
-0.11 -0.50 1.40
-0.03 0.59 -0.34
1.03 -2.35 -1.98
-1.07 0.66 -1.04
0.69 1.36 -0.79

Results
E_HOMO: -0.339 Eh
HOMO-LUMO gap: 0.36793 hartree
Maximum force: 3.412 eV/Å
ΔE to the lowest compared entry with this formula, charge and spin: 78.9 kcal per mole
E_tot: -568.56772 a.u.

=====

2.
Computed, not measured: C20H27N7Tl as an isolated structure, with the ωB97M-V functional and the def2-TZVPD basis.

Each line ends with the Mulliken charge.
Geometry (Å):
1 Tl -0.217 -0.045 -0.569  1.660
2 C -2.552 -0.668 1.785  -0.992
3 N -2.182 -1.321 0.513  -0.251
4 C -1.782 -2.742 0.602  -0.928
5 C -0.359 -2.976 0.167  0.445
6 N 0.495 -2.040 -0.232  -0.133
7 C 1.688 -2.685 -0.607  0.712
8 C 2.889 -2.183 -1.092  -0.748
9 C 3.898 -3.096 -1.319  -0.750
10 C 3.717 -4.468 -1.071  -0.564
11 C 2.533 -4.968 -0.567  -0.925
12 C 1.517 -4.043 -0.365  0.696
13 N 0.214 -4.176 0.128  -0.077
14 C -1.588 0.417 2.170  0.332
15 N -0.409 0.616 1.595  -0.057
16 C 0.215 1.649 2.329  -0.016
17 C 1.497 2.197 2.248  -0.218
18 C 1.829 3.170 3.170  -0.775
19 C 0.922 3.588 4.156  -0.560
20 C -0.329 3.020 4.276  -0.935
21 C -0.657 2.049 3.338  0.614
22 N -1.782 1.237 3.201  -0.076
23 H -2.559 -1.399 2.597  0.395
24 H -3.564 -0.267 1.720  0.521
25 H -2.981 -1.253 -0.104  0.287
26 H -2.438 -3.349 -0.025  0.494
27 H -1.900 -3.117 1.620  0.406
28 H 3.027 -1.129 -1.309  0.330
29 H 4.849 -2.756 -1.703  0.437
30 H 4.527 -5.150 -1.285  0.430
31 H 2.419 -6.015 -0.323  0.446
32 H -0.224 -5.047 0.397  0.258
33 H 2.221 1.860 1.517  0.469
34 H 2.817 3.610 3.145  0.437
35 H 1.221 4.360 4.852  0.437
36 H -0.998 3.295 5.081  0.444
37 H -2.605 1.268 3.788  0.276
38 N -1.555 -0.133 -2.493  -0.542
39 C -2.319 1.042 -3.020  -0.883
40 C -1.361 2.114 -3.498  -0.720
41 C -0.801 2.961 -2.343  -0.537
42 C 0.692 2.743 -2.104  -0.940
43 N 0.908 1.920 -0.883  -0.735
44 H -0.929 -0.478 -3.220  0.336
45 H -2.197 -0.890 -2.274  0.304
46 H -2.976 1.403 -2.229  0.374
47 H -2.957 0.704 -3.839  0.474
48 H -1.863 2.736 -4.236  0.385
49 H -0.542 1.626 -4.035  0.387
50 H -1.334 2.713 -1.415  0.379
51 H -1.001 4.017 -2.513  0.532
52 H 1.213 3.692 -1.975  0.441
53 H 1.172 2.235 -2.939  0.551
54 H 0.582 2.426 -0.058  0.302
55 H 1.899 1.728 -0.750  0.369

Force components x, y, z for each atom (eV/Å):
-0.15 0.25 0.40
0.05 0.03 0.05
0.05 0.07 -0.06
0.08 -0.02 -0.04
0.02 0.04 0.11
-0.03 -0.21 -0.51
-0.02 0.06 0.08
-0.06 0.02 -0.05
-0.02 -0.03 -0.10
0.00 0.01 0.02
0.01 -0.02 0.00
0.03 0.02 0.21
0.03 -0.04 -0.05
0.04 -0.08 -0.05
-0.30 0.22 -0.03
0.03 -0.07 -0.04
-0.07 0.00 -0.11
-0.03 0.06 -0.04
0.04 0.00 0.00
0.00 -0.01 0.05
0.05 -0.09 0.07
-0.02 0.04 0.03
-0.05 -0.03 -0.01
0.01 0.04 -0.02
-0.07 -0.09 0.07
0.00 -0.01 0.00
-0.01 0.04 0.02
0.05 0.00 0.06
-0.01 0.00 -0.01
0.04 0.02 0.08
-0.04 -0.01 -0.11
0.00 0.00 0.02
0.07 -0.05 0.09
-0.01 0.01 -0.01
0.02 -0.04 0.03
-0.04 0.04 -0.06
0.02 -0.04 0.03
0.24 -0.03 0.47
-0.12 0.00 -0.27
-0.12 0.01 0.20
0.16 -0.13 -0.15
0.00 0.29 -0.05
-0.01 -0.50 -0.09
-0.14 -0.06 -0.13
-0.01 -0.08 -0.22
0.02 0.03 0.02
0.09 -0.14 0.01
-0.07 0.03 0.06
-0.05 0.06 -0.15
-0.06 0.13 0.01
0.05 0.00 -0.04
0.02 -0.04 0.14
-0.01 -0.02 -0.01
0.23 0.17 0.02
0.06 0.17 0.05

Results
E_HOMO: -0.638 Eh
HOMO-LUMO gap: 0.26178 hartree
Maximum force: 0.549 eV/Å
ΔE to the lowest compared entry with this formula, charge and spin: 0.0 kcal per mole
Net charge: +3
E_tot: -1333.18494 a.u.

=====

3.
Computed, not measured: a 2-piece molecular cluster, C4H12N2O2 overall, with the ωB97M-V functional and the def2-TZVPD basis.

Each line ends with the Mulliken charge.
Geometry (Å):
1 C -1.578 -0.568 -0.352  0.205
2 N -0.504 0.098 0.367  0.353
3 C -0.410 -0.026 1.832  -0.887
4 C -0.166 1.394 -0.223  -0.747
5 C 1.338 1.716 -0.089  -0.595
6 N 2.291 0.864 -0.743  -0.495
7 O -2.430 -1.076 0.307  -0.367
8 H -1.333 -0.408 -1.410  0.378
9 H -0.429 0.923 2.345  0.345
10 H 0.514 -0.582 1.975  0.335
11 H -1.194 -0.662 2.225  0.409
12 H -0.460 1.443 -1.271  0.505
13 H -0.745 2.180 0.271  0.330
14 H 1.487 2.727 -0.467  0.328
15 H 1.570 1.887 0.969  0.368
16 H 2.785 0.176 -0.197  0.269
17 H 1.930 0.320 -1.517  0.246
18 H -1.260 -4.098 -1.672  0.322
19 H -0.397 -3.130 -0.793  0.316
20 O -1.007 -3.178 -1.556  -0.617

Force components x, y, z for each atom (eV/Å):
0.57 -0.46 0.71
-1.11 2.22 1.12
0.20 -0.91 -0.88
0.48 -0.73 -0.22
0.88 0.77 0.70
-0.27 -0.87 -0.21
0.20 0.20 -1.15
-1.15 -0.62 -0.23
0.30 0.36 -0.12
0.43 0.19 0.43
-0.24 -0.06 -0.27
-0.03 -0.40 -0.08
0.08 -0.07 0.36
-0.52 0.16 -0.42
0.17 -0.57 -0.08
0.01 0.26 0.64
-0.10 0.52 -0.36
0.09 -0.08 0.13
-0.51 -0.60 -0.70
0.54 0.69 0.62

Results
E_HOMO (alpha / beta): -0.510 / -0.501 Eh
Spin multiplicity: 2
HOMO-LUMO gap (alpha / beta): 0.37330 / 0.19081 hartree
Maximum force: 2.723 eV/Å
ΔE to the lowest compared entry with this formula, charge and spin: 55.0 kcal per mole
Net charge: +1
E_tot: -419.24451 a.u.